[1]
{"formula": "C29H52N3O7S2", "method": "ωB97M-V/def2-TZVPD", "gap_ev": [7.5, 8.1], "spin_multiplicity": 3, "charge": -1, "s_squared": 2.008, "species": ["C", "C", "O", "C", "S", "O", "O", "N", "S", "O", "O", "C", "C", "C", "C", "C", "C", "C", "C", "H", "H", "H", "H", "H", "H", "H", "H", "H", "H", "H", "H", "H", "H", "H", "H", "C", "C", "C", "C", "C", "C", "N", "O", "C", "C", "C", "H", "H", "H", "H", "H", "H", "H", "H", "H", "H", "H", "H", "H", "H", "H", "H", "H", "H", "C", "C", "C", "C", "C", "C", "N", "O", "C", "C", "C", "H", "H", "H", "H", "H", "H", "H", "H", "H", "H", "H", "H", "H", "H", "H", "H", "H", "H"], "xyz": [[-0.409645, -4.840053, -0.532410], [-1.507109, -4.060225, -1.257040], [-2.782989, -4.705557, -1.087059], [-1.617865, -2.604733, -0.804339], [-0.132327, -1.657792, -1.161812], [0.684748, -1.673309, 0.043146], [0.473613, -2.276830, -2.326570], [-0.809177, -0.244190, -1.450326], [0.077114, 1.048062, -1.743954], [-0.659791, 1.902039, -2.655109], [1.449302, 0.726648, -2.092988], [0.153345, 2.009511, -0.214870], [0.023396, 1.265564, 1.116855], [1.331709, 0.939612, 1.796773], [1.370852, 0.726612, 3.177136], [2.548047, 0.351350, 3.819039], [3.715960, 0.153966, 3.077782], [3.679659, 0.355564, 1.700953], [2.509554, 0.763205, 1.074604], [0.460421, -4.212132, -0.325333], [-0.077321, -5.694459, -1.130725], [-0.791239, -5.233406, 0.419494], [-1.331692, -4.081750, -2.334592], [-2.903246, -4.853473, -0.141589], [-1.811927, -2.538660, 0.270456], [-2.431285, -2.114445, -1.341726], [1.112653, 2.534459, -0.285020], [-0.638927, 2.757488, -0.303565], [-0.562002, 1.904233, 1.790206], [-0.544533, 0.342020, 0.986667], [0.457002, 0.843867, 3.755587], [2.549520, 0.183314, 4.891927], [4.627085, -0.174629, 3.568586], [4.552879, 0.166321, 1.082433], [2.494028, 0.856613, -0.009629], [5.707092, -5.839669, -1.529939], [4.238511, -6.116258, -1.131763], [3.291992, -5.985326, -2.332939], [3.061853, -4.546943, -2.785490], [2.585136, -3.686888, -1.619888], [3.531952, -3.735575, -0.418226], [3.774478, -5.177911, -0.057452], [2.872264, -5.679259, 0.701517], [4.835017, -2.990579, -0.736258], [2.882864, -3.037978, 0.764317], [4.157810, -7.537915, -0.586662], [6.291178, -6.758647, -1.468667], [5.794569, -5.460341, -2.548655], [6.180419, -5.125345, -0.863687], [2.327279, -6.422683, -2.057073], [3.695904, -6.592376, -3.149043], [3.973227, -4.133382, -3.228988], [2.306290, -4.532564, -3.573074], [2.457745, -2.646339, -1.921965], [1.595367, -4.025940, -1.304339], [5.560311, -3.114182, 0.070794], [4.602152, -1.929021, -0.822395], [5.300296, -3.294101, -1.671071], [1.888990, -3.422791, 0.970665], [2.773606, -1.983420, 0.519152], [3.487650, -3.126970, 1.669719], [4.751748, -7.639892, 0.322935], [4.557882, -8.216941, -1.342765], [3.135574, -7.828421, -0.361039], [-4.072787, 6.908207, -1.218472], [-4.460571, 5.539948, -0.606787], [-5.927102, 5.516300, -0.160742], [-6.211231, 6.347937, 1.086101], [-5.285991, 5.935936, 2.227266], [-3.804548, 6.003293, 1.846857], [-3.605027, 5.209390, 0.581655], [-3.521258, 3.951338, 0.813908], [-3.351196, 7.462431, 1.714359], [-2.953235, 5.358242, 2.934243], [-4.239405, 4.485287, -1.683470], [-3.887551, 6.796892, -2.285904], [-4.857227, 7.656820, -1.095916], [-3.158321, 7.304053, -0.789235], [-6.209691, 4.477245, 0.033565], [-6.538787, 5.860252, -0.998771], [-6.103146, 7.414817, 0.869649], [-7.250380, 6.202168, 1.388426], [-5.444723, 6.567238, 3.105674], [-5.522220, 4.909767, 2.524258], [-2.333181, 7.515120, 1.326760], [-3.357731, 7.918433, 2.705432], [-3.994275, 8.064337, 1.078659], [-3.280298, 4.346694, 3.156523], [-3.030830, 5.959391, 3.842179], [-1.905818, 5.317340, 2.633330], [-3.191504, 4.428613, -1.979577], [-4.828181, 4.774092, -2.556151], [-4.552754, 3.491264, -1.374530]], "forces_ev_per_angstrom": [[-0.2356, -0.0509, 0.0206], [-0.0420, -0.1705, 0.1256], [0.1142, 0.0362, -0.0072], [-0.1918, -0.0714, -0.1748], [-0.3762, 0.3378, -0.0905], [-0.5339, 0.2003, -0.3526], [-0.8518, 0.4599, -0.1021], [0.2156, -0.0210, 0.0554], [-0.2491, 0.0663, -0.2543], [0.2331, -0.1352, 0.1428], [-0.0473, 0.0046, 0.0588], [-0.1008, 0.1589, 0.1540], [0.1488, 0.3361, 0.1303], [0.1636, -0.2183, 0.1483], [0.0879, 0.0447, -0.0189], [0.1191, -0.0671, -0.2736], [-0.2854, 0.0680, -0.0047], [0.0402, 0.0605, 0.1254], [-0.0847, -0.1784, -0.1548], [-0.6168, -0.2734, 0.3023], [-0.0641, 0.0753, 0.1042], [0.0803, 0.1513, -0.0514], [0.0326, 0.0971, 0.1361], [0.0059, 0.0258, -0.0805], [0.1071, 0.0514, -0.0591], [0.0815, -0.0802, 0.0567], [-0.1798, -0.0312, 0.0063], [0.0162, -0.2229, -0.0781], [0.0279, -0.1335, -0.0517], [0.0160, 0.0241, -0.0980], [0.0848, 0.0082, -0.0389], [0.0013, 0.0323, -0.0868], [-0.0781, 0.0454, -0.0590], [-0.0002, 0.0425, 0.1715], [0.0125, 0.0128, 0.1582], [-0.0044, 0.0379, 0.0694], [0.2604, -0.0633, 0.0352], [-0.0801, 0.0252, -0.1398], [0.0450, 0.0160, 0.1159], [0.4573, -0.1522, 0.0028], [0.2803, 0.1811, 0.0274], [-0.4773, -0.0371, -0.3261], [0.1870, -0.0212, 0.1567], [0.0386, -0.1002, 0.0446], [0.2368, -0.0685, 0.2614], [-0.0284, -0.0830, 0.0063], [-0.0501, -0.0398, -0.0662], [-0.0232, 0.0620, 0.0142], [0.0003, -0.0012, 0.0534], [0.0098, 0.0006, 0.0765], [-0.0061, -0.0372, -0.0134], [0.0246, -0.0032, 0.0088], [-0.0110, 0.0325, -0.0280], [0.2155, -0.2624, 0.0661], [0.8772, 0.1193, -0.3956], [0.0077, 0.0115, 0.0217], [-0.0520, -0.0056, 0.0048], [0.0002, -0.0227, -0.0246], [0.1916, 0.0006, 0.0734], [0.0546, -0.1781, 0.0791], [0.1175, -0.1003, -0.0201], [0.0120, 0.0111, -0.0002], [0.0129, 0.0056, -0.0087], [-0.0085, 0.0352, 0.0336], [0.0509, -0.0037, 0.0826], [0.2372, 0.2820, -0.3333], [-0.1599, -0.0304, 0.0318], [0.0750, 0.0093, -0.0235], [-0.1584, -0.0416, 0.0031], [0.2971, 0.2176, 0.0473], [-0.6703, -0.2627, 0.3867], [0.2367, 0.1068, -0.2370], [0.0095, -0.0507, -0.0924], [0.0018, -0.0305, 0.0928], [-0.0202, -0.2178, -0.0125], [-0.0886, -0.0202, -0.0090], [0.0133, 0.0128, 0.0620], [0.0615, -0.0288, -0.0039], [0.0724, -0.0134, 0.0152], [-0.0198, -0.0111, -0.0092], [0.0323, 0.0006, -0.0056], [-0.0098, 0.0235, -0.0019], [-0.0149, 0.0101, 0.0064], [0.0606, -0.0230, -0.0346], [0.0087, 0.0011, 0.0120], [-0.0044, -0.0413, 0.0168], [-0.0218, 0.0008, -0.0316], [0.0027, -0.0082, -0.0377], [0.0040, 0.0152, -0.0081], [0.0001, 0.0072, -0.0129], [0.0145, 0.0166, 0.0295], [0.0121, 0.0049, -0.0160], [0.0386, 0.0269, 0.0947]]}

***

[2]
{"formula": "C31H31AsBrCl3CrIN5O7S", "method": "ωB97M-V/def2-TZVPD", "gap_ev": [6.3, 6.3], "de_lowest_kcal_mol": 17.6, "spin_multiplicity": 5, "charge": -2, "s_squared": 6.035, "species": ["Cr", "C", "C", "N", "O", "C", "C", "N", "O", "H", "H", "H", "H", "H", "H", "H", "O", "C", "N", "C", "C", "O", "N", "C", "C", "C", "C", "C", "C", "C", "C", "C", "C", "C", "C", "H", "H", "H", "H", "H", "H", "H", "H", "H", "H", "H", "C", "As", "C", "C", "S", "H", "H", "H", "H", "H", "H", "H", "H", "H", "O", "C", "N", "Cl", "C", "Cl", "Cl", "C", "O", "O", "Br", "C", "C", "C", "C", "C", "C", "I", "H", "H", "H", "H"], "xyz": [[-0.503943, -0.375243, -0.157119], [-0.334698, -4.614976, 0.692505], [-0.216392, -3.211718, 0.188089], [-1.042793, -2.283057, 0.503089], [-2.062982, -2.634310, 1.351589], [0.862365, -2.852390, -0.714208], [1.878924, -3.845923, -1.181389], [0.876987, -1.601807, -1.112585], [1.721669, -1.193082, -1.968056], [-1.254969, -4.743494, 1.252073], [0.513701, -4.845354, 1.340972], [-0.309077, -5.317209, -0.142508], [-2.764912, -1.950480, 1.161735], [1.427409, -4.671207, -1.740612], [2.428255, -4.281670, -0.341024], [2.583520, -3.329178, -1.830528], [-3.767145, -0.704101, 0.941601], [-3.198237, 0.348942, 1.253297], [-3.822150, 1.343442, 1.950817], [-2.901702, 2.375370, 2.349999], [-1.633886, 1.898398, 1.561449], [-0.613548, 2.539204, 1.536716], [-1.897065, 0.673329, 1.004954], [-2.526607, 2.311965, 3.826697], [-2.988213, 1.300065, 4.658008], [-2.597090, 1.246287, 5.990831], [-1.730959, 2.198510, 6.502259], [-1.251029, 3.202259, 5.669501], [-1.644946, 3.259112, 4.343710], [-3.397204, 3.751368, 1.931203], [-4.158333, 4.519267, 2.807695], [-4.690591, 5.735713, 2.401987], [-4.461892, 6.196879, 1.113662], [-3.705457, 5.432604, 0.235564], [-3.175985, 4.214430, 0.637620], [-4.783275, 1.268109, 2.227883], [-3.640816, 0.534364, 4.259365], [-2.961341, 0.445485, 6.622914], [-1.415505, 2.150979, 7.537404], [-0.553382, 3.937048, 6.052056], [-1.253141, 4.025570, 3.687795], [-4.327835, 4.171015, 3.820117], [-5.280256, 6.323245, 3.096109], [-4.872125, 7.147906, 0.794939], [-3.522371, 5.775564, -0.774763], [-2.594372, 3.629183, -0.066129], [-0.187983, -2.558350, -4.008791], [-1.207111, -0.923570, -3.847378], [-0.023543, 0.515890, -4.267044], [-2.526749, -1.120312, -5.222601], [-2.204695, -0.790279, -1.959061], [0.152203, -2.630148, -5.043823], [-0.850062, -3.391803, -3.777447], [0.669324, -2.533244, -3.344526], [0.355937, 0.383562, -5.279517], [0.778427, 0.496558, -3.529195], [-0.620929, 1.429337, -4.247869], [-2.035662, -1.515106, -6.112246], [-2.945877, -0.132273, -5.441630], [-3.278303, -1.820711, -4.859495], [2.092103, -0.377206, 3.331123], [1.408576, -0.349423, 2.347751], [0.743383, -0.345533, 1.373855], [2.280824, 2.948764, -2.259445], [0.617634, 3.235631, -2.080630], [-2.651744, 2.133963, -6.128432], [0.007836, 4.684057, -2.713945], [-0.298747, 2.252976, -1.443713], [-1.489242, 2.531435, -1.401896], [0.289251, 1.191906, -1.021417], [7.316890, 1.711120, 0.104415], [6.868037, -0.085539, 0.513649], [7.911551, -0.938757, 0.851065], [7.649914, -2.262410, 1.158021], [6.342164, -2.728398, 1.125732], [5.309484, -1.872299, 0.788572], [5.552457, -0.533039, 0.475691], [3.908831, 0.633454, -0.014880], [8.922570, -0.555441, 0.871137], [8.465284, -2.923817, 1.422431], [6.122389, -3.760766, 1.366569], [4.287682, -2.228415, 0.765714]], "forces_ev_per_angstrom": [[-0.0323, 0.0523, -0.0136], [-0.0055, -0.0045, -0.0093], [-0.0232, 0.0196, 0.0338], [0.0483, -0.0431, 0.0117], [-0.0705, -0.0017, -0.0116], [0.0380, -0.0526, -0.0486], [0.0000, 0.0112, 0.0161], [-0.0449, -0.0236, -0.0032], [-0.0047, 0.0102, 0.0187], [-0.0031, -0.0013, -0.0044], [0.0000, 0.0054, 0.0013], [0.0076, 0.0015, 0.0004], [0.0424, 0.0309, 0.0475], [0.0049, 0.0064, -0.0135], [-0.0044, -0.0085, -0.0028], [0.0053, 0.0025, 0.0102], [-0.0131, 0.0263, -0.0262], [-0.0310, -0.1179, 0.0288], [0.0250, 0.0145, -0.0091], [0.0009, -0.0223, 0.0193], [-0.0173, -0.0056, 0.0100], [0.0058, 0.0116, 0.0053], [0.0843, 0.0508, -0.1282], [-0.0373, -0.0559, 0.0239], [-0.0026, 0.0195, -0.0070], [0.0085, 0.0118, 0.0136], [-0.0121, -0.0174, 0.0008], [0.0031, 0.0107, -0.0166], [0.0281, 0.0248, 0.0071], [0.0072, 0.0120, -0.0368], [-0.0001, 0.0145, 0.0123], [-0.0027, -0.0045, 0.0102], [0.0039, 0.0042, -0.0138], [-0.0052, -0.0076, 0.0176], [-0.0086, -0.0066, -0.0186], [0.0031, -0.0072, 0.0109], [-0.0014, 0.0017, -0.0108], [0.0009, 0.0005, 0.0011], [-0.0008, -0.0016, 0.0004], [0.0001, 0.0015, -0.0007], [-0.0040, -0.0048, -0.0017], [0.0030, -0.0018, -0.0032], [-0.0004, 0.0008, -0.0007], [-0.0004, -0.0003, -0.0003], [0.0010, 0.0061, -0.0050], [0.0042, 0.0007, 0.0117], [-0.0315, -0.0124, -0.1505], [0.0287, -0.0705, 0.2915], [-0.0630, 0.1198, 0.0198], [-0.0763, 0.0342, 0.1006], [0.1645, -0.0120, -0.0794], [-0.0113, -0.0293, 0.0026], [0.0138, -0.0031, 0.0162], [0.0091, 0.0378, 0.0069], [-0.0225, -0.0627, -0.0082], [-0.0283, 0.0295, 0.0155], [0.0435, -0.0021, -0.0005], [-0.0053, 0.0390, -0.0148], [0.0165, -0.0166, -0.0327], [-0.0053, 0.0096, -0.0060], [0.0501, 0.0159, -0.0236], [-0.0823, -0.0832, 0.0332], [0.0213, 0.1019, -0.0170], [0.0365, -0.0070, -0.0029], [-0.0273, 0.0379, 0.0047], [0.0341, 0.0016, -0.1243], [0.0070, -0.0175, 0.0148], [-0.1432, 0.0211, 0.0028], [0.0594, -0.0164, 0.0009], [0.0020, -0.0909, 0.0375], [0.0082, -0.0091, 0.0058], [-0.0010, 0.0190, -0.0165], [-0.0016, -0.0012, -0.0031], [-0.0055, -0.0017, -0.0009], [0.0109, -0.0027, -0.0002], [-0.0137, 0.0103, 0.0020], [-0.0218, -0.0348, 0.0580], [0.0370, 0.0306, -0.0669], [0.0001, 0.0012, -0.0011], [-0.0003, -0.0008, -0.0004], [-0.0007, 0.0008, 0.0008], [-0.0019, 0.0008, 0.0083]]}

***

[3]
{"formula": "H8IO4", "method": "ωB97M-V/def2-TZVPD", "gap_ev": 8.2, "de_lowest_kcal_mol": 62.7, "charge": -1, "species": ["I", "O", "H", "H", "O", "H", "H", "O", "H", "H", "O", "H", "H"], "xyz": [[9.365175, -3.251396, -21.231614], [9.716023, -5.214779, -19.218921], [10.102501, -4.544348, -19.782294], [8.945991, -5.517804, -19.700025], [9.039684, -6.141231, -21.671724], [9.493829, -6.249234, -22.507386], [9.255762, -5.250915, -21.394463], [7.309786, -3.728256, -19.004944], [8.002753, -3.209057, -19.412949], [7.362747, -4.580804, -19.436898], [8.681758, -0.726797, -20.015001], [8.197735, -0.329292, -20.738851], [8.898494, -1.605955, -20.325376]], "forces_ev_per_angstrom": [[1.2225, 1.4910, -3.5580], [0.4671, -1.5770, 2.0786], [0.3478, -0.0477, 0.2626], [0.2844, -0.2989, 0.1484], [-0.5993, -2.4331, -0.5827], [0.0266, 0.0133, -0.1511], [0.2012, 0.2584, -0.3596], [-1.5017, -0.0723, 1.0342], [0.1257, 0.0672, 0.0242], [-0.0201, 0.1014, -0.0457], [-0.5236, 2.3389, 1.2084], [-0.1104, 0.0146, -0.1446], [0.0798, 0.1444, 0.0853]]}